Formula: C16H13N3O5
Source: the OMol25 dataset
Level of theory: ωB97M-V with the def2-TZVPD basis set

Structure (SMILES) = COc1cccc(OCc2nc(-c3cccc([N+](=O)[O-])c3)no2)c1
Net charge = 0
Kohn-Sham gap = 8.025 eV
2S+1 = 1

Geometry as XYZ:
```
37
C16H13N3O5 | the OMol25 dataset | ωB97M-V with the def2-TZVPD basis set
C -2.82686 -3.39912 -0.58163
O -2.43472 -2.07267 -0.84021
C -2.92646 -1.08257 -0.04323
C -3.78030 -1.27568 1.03346
C -4.19863 -0.17765 1.77071
C -3.78134 1.09569 1.45338
C -2.92430 1.28904 0.36850
O -2.57502 2.59437 0.12998
C -1.71979 2.90471 -0.94201
C -0.30237 2.53562 -0.64751
N 0.25320 1.36885 -0.74248
C 1.53128 1.59158 -0.31177
C 2.52511 0.53835 -0.23897
C 2.15376 -0.77397 -0.53349
C 3.08751 -1.79403 -0.46889
C 4.39524 -1.51776 -0.11296
C 4.75555 -0.20670 0.18079
N 6.12298 0.08156 0.55295
O 6.40603 1.23048 0.80806
O 6.90119 -0.84702 0.58519
C 3.83578 0.82852 0.12381
N 1.73241 2.84166 0.01988
O 0.54970 3.46185 -0.19220
C -2.50258 0.20556 -0.37847
H -3.91026 -3.52388 -0.67530
H -2.32925 -4.00614 -1.33646
H -2.50813 -3.72632 0.41330
H -4.12135 -2.25967 1.31089
H -4.86193 -0.32765 2.60907
H -4.10019 1.95326 2.02235
H -2.04099 2.41142 -1.86766
H -1.78026 3.99050 -1.05478
H 1.12927 -0.97379 -0.80714
H 2.79568 -2.80716 -0.69747
H 5.14345 -2.29367 -0.05679
H 4.13104 1.83995 0.35582
H -1.82446 0.30251 -1.20874
```

Mulliken atomic charge list, values in e, 2 entries:
1 C -0.91
2 O -0.36